Molecular formula: C54H145N15O17
Method: DFT, the ωB97M-V functional and the def2-TZVPD basis

energy relative to the best compared isomer or geometry (same formula, charge and spin): 47.7 kJ/mol
spin multiplicity: 1
HOMO-LUMO gap: 8.56 eV

Each line ends with the Mulliken charge.
Element x y z (Å)
C (4.93804, -11.38111, 4.71927)  -1.105
C (4.15114, -12.28741, 3.67483)  0.495
C (4.24602, -11.87360, 2.18287)  -0.678
O (3.58725, -10.63974, 1.94453)  -0.302
C (3.23965, -10.16084, 0.63937)  -0.740
N (4.52574, -13.71377, 3.77179)  -0.756
H (4.46144, -10.40231, 4.77316)  0.304
H (5.94800, -11.11863, 4.40433)  0.283
H (5.00581, -12.08168, 5.55156)  0.331
H (3.07332, -12.27132, 3.83652)  0.249
H (3.88324, -12.76082, 1.66389)  0.266
H (5.28882, -11.72481, 1.90263)  0.335
H (2.29859, -10.56698, 0.26849)  0.280
H (4.17687, -10.17663, 0.08308)  0.305
H (2.76565, -9.22990, 0.95046)  0.263
H (4.01859, -14.24685, 3.07990)  0.230
H (4.26442, -13.97937, 4.71055)  0.241
C (-3.47626, -6.46649, -3.92300)  -1.355
C (-4.10860, -7.77605, -4.20043)  0.511
C (-4.27230, -8.59324, -2.94268)  -0.811
O (-5.04274, -9.72653, -3.16984)  -0.341
C (-5.37118, -10.37358, -2.01357)  -0.823
N (-5.43608, -7.40548, -4.69935)  -0.783
H (-2.52688, -6.67821, -3.43110)  0.369
H (-4.02932, -5.76924, -3.29368)  0.326
H (-3.15305, -6.12125, -4.90506)  0.350
H (-3.62937, -8.38890, -4.96388)  0.394
H (-4.86138, -8.03002, -2.21890)  0.421
H (-3.26600, -8.92422, -2.68595)  0.297
H (-4.87694, -11.34502, -2.00253)  0.263
H (-6.45127, -10.50034, -1.93982)  0.298
H (-5.24943, -9.91117, -1.03405)  0.357
H (-5.34365, -7.36860, -5.70444)  0.244
H (-5.91759, -8.28771, -4.59969)  0.284
C (0.01122, -0.04705, -1.10090)  -1.285
C (-0.90849, -0.69617, -0.02285)  0.510
C (-0.18847, -0.48325, 1.31313)  -0.688
O (1.09709, -1.03440, 1.40012)  -0.311
C (1.06380, -2.47791, 1.36828)  -0.654
N (-2.27432, -0.12329, 0.01622)  -0.771
H (0.30480, 0.98838, -0.92827)  0.330
H (-0.48630, -0.06439, -2.07058)  0.362
H (0.92169, -0.64629, -1.10882)  0.312
H (-1.03327, -1.76713, -0.18282)  0.233
H (-0.84606, -0.74214, 2.14298)  0.331
H (0.08064, 0.57106, 1.37741)  0.304
H (2.07816, -2.83248, 1.18536)  0.269
H (0.41714, -2.77483, 0.54259)  0.286
H (0.61003, -2.93410, 2.24810)  0.257
H (-2.88030, -0.56321, 0.69397)  0.237
H (-2.75942, -0.44167, -0.81046)  0.279
C (9.44756, -1.54441, 2.76184)  -1.316
C (10.25141, -2.95210, 2.75635)  0.388
C (9.74574, -4.02941, 1.81729)  -0.608
O (8.49591, -4.55309, 2.41512)  -0.281
C (7.90569, -5.72635, 1.86178)  -0.718
N (11.65725, -2.63748, 2.58135)  -0.700
H (8.41976, -1.75129, 3.06005)  0.345
H (9.38848, -1.13220, 1.75452)  0.329
H (9.87179, -0.77698, 3.40928)  0.357
H (10.12953, -3.35555, 3.76157)  0.219
H (10.38370, -4.91316, 1.80769)  0.346
H (9.57918, -3.61585, 0.82264)  0.292
H (7.62601, -5.64241, 0.81163)  0.278
H (7.04121, -5.99886, 2.46718)  0.241
H (8.60351, -6.56173, 1.91917)  0.291
H (12.13024, -3.50413, 2.36851)  0.266
H (11.79099, -2.12364, 1.72217)  0.271
C (-9.39341, 0.45783, -8.39637)  -1.693
C (-8.49768, 1.58040, -8.89876)  0.568
C (-7.04408, 1.55339, -8.34441)  -0.739
O (-6.46461, 0.19351, -8.23501)  -0.369
C (-5.25795, 0.15743, -7.32855)  -0.672
N (-8.65805, 1.35100, -10.33194)  -0.736
H (-8.98340, -0.55013, -8.33292)  0.371
H (-10.39288, 0.41372, -8.82905)  0.448
H (-9.52757, 0.62101, -7.32703)  0.412
H (-9.03048, 2.46846, -8.55882)  0.243
H (-7.06508, 1.91267, -7.31553)  0.488
H (-6.36153, 2.12028, -8.97754)  0.336
H (-5.04105, 1.17704, -7.01005)  0.355
H (-4.50908, -0.17449, -8.04766)  0.232
H (-5.48931, -0.54612, -6.52882)  0.211
H (-9.02914, 0.41999, -10.45694)  0.269
H (-7.75234, 1.33196, -10.77852)  0.276
C (-3.00589, 10.16722, -1.11350)  -1.164
C (-4.22049, 10.18915, -0.04586)  0.573
C (-3.80681, 9.78137, 1.45760)  -0.828
O (-3.85981, 8.34513, 1.71897)  -0.371
C (-2.97881, 7.55610, 0.98138)  -0.769
N (-4.78098, 11.57288, -0.03879)  -0.805
H (-2.06699, 9.81436, -0.68681)  0.237
H (-2.89139, 11.12181, -1.62706)  0.405
H (-3.22577, 9.38700, -1.84221)  0.283
H (-4.95344, 9.53747, -0.52147)  0.277
H (-4.43946, 10.30024, 2.17776)  0.385
H (-2.83644, 10.19404, 1.73362)  0.394
H (-2.84536, 6.51088, 1.26030)  0.317
H (-2.02403, 8.01095, 0.71756)  0.327
H (-3.26090, 7.50108, -0.07005)  0.274
H (-4.21480, 12.24677, 0.45660)  0.216
H (-4.80232, 12.02595, -0.94122)  0.250
C (0.38673, -1.45667, 8.27101)  -1.438
C (0.11580, -2.65405, 7.44639)  0.598
C (0.95448, -3.85561, 8.01220)  -0.639
O (2.36324, -3.48403, 8.07927)  -0.368
C (3.03722, -3.24993, 6.77386)  -0.665
N (-1.30526, -2.93441, 7.52047)  -0.687
H (0.21983, -1.60584, 9.33777)  0.354
H (-0.18576, -0.57946, 7.96960)  0.387
H (1.43399, -1.15459, 8.28110)  0.357
H (0.51162, -2.45390, 6.45072)  0.105
H (0.83085, -4.64588, 7.27172)  0.320
H (0.59003, -4.16310, 8.99236)  0.373
H (2.55426, -2.45132, 6.21078)  0.277
H (3.10742, -4.20137, 6.24666)  0.292
H (4.02772, -2.87777, 7.03560)  0.244
H (-1.56417, -3.90766, 7.44400)  0.233
H (-1.79873, -2.70864, 8.37229)  0.258
C (9.79862, 11.14914, 6.35581)  -0.694
O (9.95609, 10.49874, 7.57059)  -0.360
C (8.86408, 9.50616, 7.75694)  -0.611
C (9.29296, 8.16686, 7.25672)  -0.352
N (8.15385, 7.44656, 6.81672)  -0.202
C (8.53876, 6.24996, 5.98701)  -0.750
C (7.31519, 5.88005, 5.11778)  -0.553
O (6.33216, 5.57892, 6.03716)  -0.327
C (5.17023, 4.86834, 5.46956)  -0.797
H (10.44562, 11.98078, 6.07676)  0.300
H (8.88367, 11.71782, 6.18979)  0.276
H (9.86701, 10.39070, 5.57594)  0.245
H (7.90941, 9.96880, 7.50659)  0.383
H (8.73229, 9.26440, 8.81159)  0.311
H (9.86804, 7.59199, 7.98260)  0.240
H (9.80508, 8.24530, 6.29771)  0.269
H (7.43413, 7.24428, 7.49584)  0.214
H (8.93504, 5.47496, 6.64309)  0.337
H (9.34590, 6.33114, 5.25898)  0.424
H (7.62412, 5.00984, 4.53864)  0.400
H (7.03316, 6.51384, 4.27703)  0.373
H (4.20668, 5.05748, 5.94272)  0.268
H (5.41545, 3.80629, 5.46677)  0.294
H (4.94121, 5.13971, 4.43903)  0.311
C (-6.63325, 3.14729, 6.49491)  -0.851
O (-8.01868, 2.89645, 6.40828)  -0.279
C (-8.17659, 1.68628, 5.58706)  -0.547
C (-9.70248, 1.41052, 5.51333)  -0.586
N (-10.37093, 1.32513, 6.80549)  -0.394
C (-11.83124, 1.52408, 6.88924)  -0.886
C (-12.31697, 2.94265, 7.03586)  -0.441
O (-11.76918, 3.55082, 8.11681)  -0.315
C (-12.16983, 4.85646, 8.36297)  -0.779
H (-6.12535, 3.15670, 5.53051)  0.318
H (-5.99659, 2.41220, 6.98726)  0.341
H (-6.40294, 4.15717, 6.83434)  0.278
H (-7.68280, 0.75819, 5.87506)  0.338
H (-7.88132, 1.92251, 4.56475)  0.394
H (-9.75135, 0.47749, 4.95192)  0.375
H (-10.10512, 2.16849, 4.84142)  0.301
H (-9.95442, 2.18616, 7.12991)  0.352
H (-12.23599, 0.93009, 7.70866)  0.352
H (-12.40916, 1.04421, 6.09942)  0.369
H (-13.36767, 2.93946, 7.32589)  0.462
H (-12.20183, 3.51794, 6.11722)  0.321
H (-13.15936, 4.75647, 8.80900)  0.310
H (-12.30019, 5.49916, 7.49232)  0.313
H (-11.45928, 5.42466, 8.96327)  0.255
C (4.03051, 10.25185, -5.30124)  -0.731
O (3.24462, 9.34110, -6.12554)  -0.311
C (2.31491, 9.87373, -7.06577)  -0.345
C (1.95602, 8.86107, -8.03687)  -0.829
N (1.78075, 7.47114, -7.61997)  -0.306
C (1.13722, 6.69064, -8.68500)  -0.672
C (0.99373, 5.29817, -8.08668)  -0.478
O (2.32656, 4.69218, -7.99273)  -0.301
C (2.12159, 3.33729, -7.73056)  -0.817
H (3.37772, 10.71884, -4.56376)  0.280
H (4.64643, 10.94192, -5.87792)  0.311
H (4.74449, 9.62548, -4.76644)  0.235
H (2.93746, 10.60928, -7.57518)  0.294
H (1.40957, 10.35199, -6.69194)  0.286
H (2.80024, 8.78837, -8.72253)  0.349
H (1.18073, 9.17697, -8.73488)  0.417
H (2.71414, 7.12463, -7.45024)  0.250
H (1.86494, 6.63573, -9.49464)  0.343
H (0.15927, 6.93335, -9.10069)  0.430
H (0.27653, 4.88322, -8.79489)  0.354
H (0.50012, 5.33580, -7.11557)  0.331
H (3.03546, 2.91275, -7.31501)  0.282
H (1.89548, 2.63926, -8.53662)  0.305
H (1.45630, 3.14658, -6.88846)  0.323
C (3.20162, -4.00490, -8.38566)  -0.941
O (4.46336, -3.73604, -7.71844)  -0.253
C (5.55736, -3.85939, -8.48516)  -0.624
C (6.75268, -3.33117, -7.56770)  -0.633
N (7.10689, -4.37870, -6.59343)  -0.573
C (6.04411, -4.62678, -5.59560)  -0.773
C (5.60382, -3.48742, -4.74366)  -0.410
O (6.77701, -2.78043, -4.43238)  -0.348
C (6.63630, -1.65111, -3.62860)  -0.761
H (3.23273, -3.85442, -9.46478)  0.313
H (2.42018, -3.24565, -8.35412)  0.320
H (2.63311, -4.91463, -8.19257)  0.328
H (5.29344, -3.25325, -9.35179)  0.543
H (5.66262, -4.93197, -8.64817)  0.324
H (6.54428, -2.35618, -7.12717)  0.265
H (7.66832, -3.27665, -8.15654)  0.454
H (7.69605, -3.78970, -6.02241)  0.385
H (6.44146, -5.44027, -4.98859)  0.425
H (5.26661, -5.21426, -6.08394)  0.347
H (5.16542, -3.90616, -3.83781)  0.408
H (4.89593, -2.73237, -5.08556)  0.370
H (5.88492, -0.98856, -4.05820)  0.328
H (7.63497, -1.21631, -3.67005)  0.249
H (6.38634, -1.80145, -2.57836)  0.260
C (-4.66635, -5.07611, 2.16995)  0.634
O (-3.54290, -5.57720, 2.13612)  -0.666
N (-5.82129, -5.68216, 2.03536)  -0.431
N (-4.90194, -3.80414, 2.20425)  -0.409
H (-6.69767, -5.28650, 2.34441)  0.216
H (-5.69240, -6.67654, 1.91417)  0.235
H (-4.09083, -3.20644, 2.27469)  0.201
H (-5.73040, -3.39034, 1.80109)  0.220
C (-9.12388, -1.81067, -2.31393)  0.628
O (-8.25398, -1.61661, -1.43105)  -0.713
N (-10.23603, -1.20853, -2.29176)  -0.361
N (-8.93428, -2.58126, -3.35733)  -0.365
H (-10.99102, -1.35156, -2.94722)  0.183
H (-10.51586, -0.80806, -1.40778)  0.241
H (-8.03494, -3.01020, -3.52252)  0.220
H (-9.59178, -2.74642, -4.10601)  0.166